Formula: C5H8N2
Source: the Open Molecules 2025 dataset
Level of theory: the ωB97M-V functional and the def2-TZVPD basis

Positions of all 15 atoms, in Å:
C1 2.4628 0.3627 -0.2080
C2 1.0676 -0.0035 0.1572
C3 -0.0296 0.0999 -0.6374
N1 -1.0805 -0.4828 0.0629
C4 -2.3228 0.2332 -0.2646
C5 -0.5626 -0.8357 1.2541
N2 0.7352 -0.6205 1.3380
H1 3.1184 0.2827 0.6601
H2 2.8097 -0.3349 -0.9760
H3 2.5222 1.3739 -0.6245
H4 -0.0943 0.1385 -1.7133
H5 -2.7951 -0.2523 -1.1379
H6 -3.0780 0.1263 0.5512
H7 -1.5753 1.1432 -0.5134
H8 -1.1776 -1.2305 2.0515

SMILES: Cc1cn(C)cn1
Orbital gap in eV: 9.6
E_HOMO in eV: -8.6
Electronic energy in eV: -8293.1352